Formula: C3H12O4
Source: the Open Molecules 2025 dataset
Level of theory: ωB97M-V/def2-TZVPD

CARTESIAN COORDINATES (ANGSTROEM)
C 0.3416 -2.8226 -1.4535
C 0.8875 -1.7231 -0.5245
C 0.8934 -0.4455 -0.9190
O 1.5421 0.4641 -0.0718
H -0.6646 -3.0767 -1.0932
H 0.1980 -2.5073 -2.4946
H 0.9361 -3.7329 -1.5095
H 1.2460 -2.2213 0.3678
H 0.7702 -0.2655 -1.9836
H 0.8327 0.6376 0.5614
O -3.6840 1.4097 -3.0134
H -4.0102 0.5742 -3.3765
H -2.8470 1.1027 -2.6451
O 1.8854 4.2264 1.5441
H 1.8080 5.1730 1.6998
H 2.3549 3.9803 2.3475
O -0.7582 0.0038 3.9175
H -1.0535 0.1769 4.8027
H -0.6782 -0.9537 3.8438

Values from the calculation:
2S+1: 1
SMILES: C/C=C/O.O.O.O

---

Formula: C3H13BeO4
Source: the Open Molecules 2025 dataset
Level of theory: ωB97M-V/def2-TZVPD

CARTESIAN COORDINATES (ANGSTROEM)
Be 0.0375 -1.0166 0.8498
C -1.2515 1.7084 -0.9592
C -0.0825 0.7614 -1.3942
C 1.3265 1.3494 -1.2542
O 0.0095 -0.3546 -0.5522
H -1.3745 2.5004 -1.7152
H -0.9555 2.1604 0.0008
H -2.1375 1.0784 -1.0492
H -0.2575 0.4094 -2.4052
H 2.0725 0.5434 -1.3122
H 1.4385 2.0064 -0.3762
H 1.4295 2.0054 -2.1272
O 1.5785 -1.4046 1.3488
H 2.4725 -1.1726 1.0598
H 1.6675 -2.3646 1.4788
O -0.6105 -0.0346 2.0278
H -0.8565 -0.6396 2.7648
H -1.3855 0.4504 1.7658
O -0.8085 -2.3916 0.8778
H -0.6255 -3.3176 0.5268
H -1.6865 -2.2766 0.4448

Values from the calculation:
total charge: +1
2S+1: 1

---

The records above yield HOMO energy values of -9.18 -12.31 eV, respectively.
The records above yield ΔE to the lowest compared entry with this formula, charge and spin values of 1.883 0.199 eV, respectively.
The records above yield orbital gap values of 9.8 8.2 eV, respectively.